Record 1
DFT (wB97M-V/def2-TZVPD) results for a single C2H7N3O molecule.

For the molecular weight, the calculation gives 89.1 g/mol. The charge is 0. The value obtained for the HOMO-LUMO gap (spin up / spin down) is 9.636 / 7.291 eV. Its energy relative to the best compared isomer or geometry (same formula, charge and spin) is 539.20 kJ/mol. Its maximum force is 4.726 eV Å⁻¹.

Last column: Löwdin charge in e.
Geometry (Å):
C (-0.060, -0.497, 1.718)  -0.164
N (-0.727, 0.045, 0.610)  0.081
C (-0.073, 0.138, -0.692)  -0.770
N (-1.049, -0.109, -1.647)  0.126
O (0.161, 1.680, -0.387)  -0.055
N (0.995, -0.666, -0.759)  0.222
H (1.101, 1.808, -0.589)  0.059
H (-1.798, 0.563, -1.717)  0.095
H (-0.736, -0.620, -2.459)  0.088
H (1.731, -0.422, -0.101)  0.067
H (0.751, 0.164, 2.058)  0.091
H (0.453, -1.437, 1.415)  0.085
H (-0.749, -0.648, 2.549)  0.077

Atomic forces in eV per Å
C 1.1 -0.7 0.1
N -1.5 -0.5 0.0
C -2.4 3.0 2.8
N 0.4 -0.2 -0.7
O 1.0 -1.5 -1.6
N 1.8 -1.2 -1.0
H -0.1 0.3 -0.1
H 0.2 -0.1 -0.1
H -0.2 0.4 0.0
H -0.1 0.3 0.0
H 0.0 0.1 0.1
H -0.4 0.1 0.6
H 0.1 -0.1 -0.1

***

Record 2
DFT (wB97M-V/def2-TZVPD) results for 2 unconnected molecules or ions with the total composition C4H11NO2.

For the molecular weight, the calculation gives 105.1 g/mol. The charge is 0. The value obtained for the HOMO-LUMO gap is 10.481 eV. Its energy relative to the best compared isomer or geometry (same formula, charge and spin) is 96.72 kJ/mol. Its maximum force is 1.966 eV Å⁻¹. The structure (SMILES) is CC(C)NC=O.O.

Last column: Löwdin charge in e.
Geometry (Å):
C (1.837, -2.482, -0.818)  -0.375
N (1.597, -1.962, 0.421)  0.030
C (-0.456, -0.801, -0.335)  -0.056
C (0.766, -0.749, 0.639)  -0.408
C (1.690, 0.455, 0.630)  -0.060
O (1.663, -1.934, -1.880)  0.023
H (2.310, -3.453, -0.623)  0.124
H (1.935, -2.377, 1.270)  0.126
H (-0.046, -0.408, -1.256)  0.061
H (-1.167, -0.031, -0.025)  0.070
H (-0.973, -1.780, -0.446)  0.097
H (0.373, -0.864, 1.657)  0.127
H (2.415, 0.419, 1.446)  0.079
H (2.164, 0.414, -0.376)  0.094
H (1.111, 1.363, 0.701)  0.070
H (-5.506, 4.132, -0.179)  0.033
H (-4.375, 5.001, -0.423)  0.032
O (-5.339, 5.056, -0.406)  -0.065

Atomic forces in eV per Å
C 1.0 0.1 1.7
N -1.2 1.0 -0.3
C 0.8 1.4 0.4
C -0.5 -1.7 0.7
C -0.4 -0.2 -1.6
O -0.2 -0.3 -0.1
H 0.2 -0.5 -0.9
H 0.1 -0.6 -0.3
H -0.4 -0.5 -0.7
H -0.2 -0.2 0.2
H 0.7 0.7 0.2
H 0.0 -0.1 -0.1
H 0.0 -0.1 -0.2
H 0.1 0.4 0.8
H -0.1 0.5 0.1
H -0.6 0.1 0.0
H 0.1 0.6 -0.2
O 0.6 -0.7 0.2

***

Record 3
DFT (wB97M-V/def2-TZVPD) results for a single C3H5FS molecule.

For the molecular weight, the calculation gives 92.1 g/mol. The charge is 0. The value obtained for the HOMO-LUMO gap is 7.924 eV. Its energy relative to the best compared isomer or geometry (same formula, charge and spin) is 206.25 kJ/mol. Its maximum force is 5.853 eV Å⁻¹. The structure (SMILES) is C[C@H](F)C=S.

Last column: Löwdin charge in e.
Geometry (Å):
C (-0.105, 1.194, 0.243)  -0.047
C (0.585, -0.123, -0.110)  -0.543
C (-0.413, -1.269, 0.095)  -0.415
H (0.484, 2.193, 0.383)  0.123
H (-0.788, 1.504, -0.436)  0.026
H (-0.813, 0.796, 1.061)  0.106
H (1.614, -0.254, 0.483)  0.185
H (-0.816, -1.638, 1.020)  0.039
F (1.125, -0.300, -1.311)  -0.075
S (-0.871, -2.103, -1.429)  0.602

Atomic forces in eV per Å
C 1.1 -0.2 2.6
C 2.1 -0.8 2.9
C -0.3 -2.0 -5.5
H -0.5 -2.3 0.6
H -2.2 0.4 -2.8
H 1.4 1.6 -0.3
H -2.6 0.2 0.2
H 0.0 0.3 0.4
F 0.3 1.0 -2.6
S 0.7 1.9 4.6

***

Record 4
DFT (wB97M-V/def2-TZVPD) results for a single C19H18ClN3O2S molecule.

For the molecular weight, the calculation gives 387.9 g/mol. The charge is 0. The value obtained for the HOMO-LUMO gap is 8.511 eV. Its energy relative to the best compared isomer or geometry (same formula, charge and spin) is 0.00 kJ/mol. Its maximum force is 1.341 eV Å⁻¹. The structure (SMILES) is Cc1oc(-c2ccccc2Cl)nc1CSc1nc2c(c(=O)[nH]1)CCCC2.

Last column: Löwdin charge in e.
Geometry (Å):
C (1.286, -2.484, -4.616)  0.010
C (0.468, -1.748, -3.623)  -0.234
C (0.718, -0.660, -2.831)  -0.293
N (-0.406, -0.404, -2.095)  0.154
C (-1.285, -1.304, -2.445)  -0.262
C (-2.619, -1.399, -1.891)  -0.143
C (-3.589, -2.292, -2.359)  -0.584
C (-4.849, -2.330, -1.783)  -0.109
C (-5.159, -1.483, -0.735)  -0.072
C (-4.209, -0.591, -0.260)  -0.061
C (-2.954, -0.548, -0.831)  -0.001
H (-2.217, 0.145, -0.453)  0.088
H (-4.440, 0.073, 0.557)  0.110
H (-6.143, -1.521, -0.293)  0.106
H (-5.579, -3.027, -2.163)  0.102
Cl (-3.267, -3.370, -3.668)  0.749
O (-0.803, -2.143, -3.376)  0.066
C (1.931, 0.173, -2.685)  -0.368
H (1.671, 1.222, -2.552)  0.092
H (2.588, 0.056, -3.544)  0.078
S (2.990, -0.312, -1.246)  0.989
C (2.178, 0.434, 0.129)  -0.642
N (2.923, 0.667, 1.156)  0.086
C (2.336, 1.206, 2.259)  -0.219
C (1.008, 1.515, 2.311)  -0.085
C (0.170, 1.234, 1.169)  -0.403
O (-1.032, 1.415, 1.081)  0.053
N (0.859, 0.693, 0.080)  0.159
H (0.272, 0.420, -0.726)  0.090
C (0.353, 2.105, 3.523)  -0.144
C (1.380, 2.687, 4.488)  -0.197
C (2.503, 1.679, 4.711)  -0.198
C (3.263, 1.456, 3.408)  -0.130
H (3.953, 0.614, 3.486)  0.118
H (3.864, 2.339, 3.168)  0.126
H (3.189, 2.036, 5.481)  0.108
H (2.075, 0.734, 5.052)  0.118
H (0.897, 2.935, 5.434)  0.109
H (1.798, 3.605, 4.071)  0.118
H (-0.363, 2.865, 3.198)  0.120
H (-0.227, 1.320, 4.020)  0.128
H (2.315, -2.554, -4.275)  0.087
H (0.878, -3.482, -4.751)  0.091
H (1.272, -1.973, -5.580)  0.091

Atomic forces in eV per Å
C -0.3 0.1 0.0
C 0.8 1.0 0.4
C -0.2 -0.9 -0.8
N -0.7 -0.3 -0.1
C 0.9 0.7 0.2
C -0.6 -0.4 0.0
C 0.1 0.2 0.2
C 0.0 0.0 0.0
C 0.1 0.0 -0.1
C 0.0 0.0 0.0
C 0.1 -0.1 -0.1
H 0.1 0.1 0.1
H 0.0 0.1 0.1
H -0.1 0.0 0.0
H 0.0 -0.1 0.0
Cl -0.3 -0.3 -0.2
O -0.2 -0.1 0.1
C 0.3 -0.3 0.6
H 0.0 0.0 -0.2
H 0.0 0.1 0.0
S 0.0 0.0 -0.4
C 0.0 0.0 0.0
N 0.5 -0.2 -0.4
C -0.5 0.1 0.0
C 0.1 0.0 0.2
C 0.4 -0.1 -0.1
O -0.4 0.1 0.1
N -0.1 0.2 0.2
H 0.0 0.0 0.2
C 0.0 0.1 0.0
C -0.1 -0.3 0.1
C 0.1 0.3 -0.1
C -0.1 0.0 0.2
H 0.0 0.0 -0.1
H 0.1 0.0 0.0
H 0.0 -0.1 0.0
H 0.0 -0.1 0.1
H 0.0 0.1 0.0
H 0.0 0.1 0.0
H 0.0 -0.1 0.1
H -0.1 0.1 0.0
H 0.0 -0.1 0.0
H 0.1 -0.1 0.0
H 0.0 -0.1 -0.1

***

Record 5
DFT (wB97M-V/def2-TZVPD) results for 2 unconnected molecules or ions with the total composition C8H13BIN2O.

For the molecular weight, the calculation gives 290.9 g/mol. The charge is -1. The value obtained for the HOMO-LUMO gap is 7.516 eV. Its maximum force is 0.927 eV Å⁻¹.

Last column: Löwdin charge in e.
Geometry (Å):
I (4.781, -0.042, 0.571)  0.412
B (4.175, -0.925, -1.452)  -0.886
C (2.558, -0.824, -1.572)  -0.307
C (1.781, -1.962, -1.771)  -0.067
C (0.395, -1.829, -1.855)  -0.079
C (-0.135, -0.555, -1.751)  -0.217
N (0.571, 0.558, -1.575)  0.037
C (1.894, 0.401, -1.482)  -0.167
H (4.546, -2.075, -1.494)  -0.017
H (4.729, -0.278, -2.313)  -0.014
H (2.251, -2.931, -1.841)  0.095
H (-0.251, -2.681, -1.990)  0.089
H (-1.213, -0.445, -1.813)  0.086
H (2.474, 1.297, -1.323)  0.087
C (-3.499, 0.575, 2.744)  -0.022
C (-2.933, 0.156, 1.402)  -0.558
O (-3.403, -0.786, 0.781)  0.017
N (-1.890, 0.871, 0.923)  0.024
C (-1.224, 2.007, 1.528)  -0.074
H (-4.323, -0.088, 2.987)  0.075
H (-2.742, 0.499, 3.524)  0.080
H (-3.869, 1.600, 2.705)  0.077
H (-1.537, 0.547, 0.033)  0.094
H (-1.288, 2.873, 0.867)  0.082
H (-0.169, 1.779, 1.686)  0.088
H (-1.678, 2.258, 2.481)  0.064

Atomic forces in eV per Å
I 0.2 0.1 0.3
B -0.5 -0.2 -0.8
C 0.9 -0.1 0.2
C -0.5 0.5 0.1
C 0.6 0.2 0.0
C -0.5 -0.3 -0.1
N 0.2 0.0 0.1
C -0.4 -0.4 -0.2
H 0.0 0.0 0.2
H 0.0 0.2 0.2
H 0.1 -0.1 0.0
H -0.2 -0.1 0.0
H -0.1 0.1 -0.1
H 0.1 0.2 0.1
C 0.0 -0.1 0.0
C 0.1 0.0 0.0
O -0.1 0.0 0.0
N -0.1 0.0 0.0
C 0.1 -0.2 -0.2
H 0.0 0.0 0.0
H 0.0 0.1 0.0
H 0.0 0.0 0.1
H 0.1 0.0 0.1
H 0.0 0.0 0.1
H 0.0 0.1 0.0
H 0.0 0.0 0.0

***

Record 6
DFT (wB97M-V/def2-TZVPD) results for a molecular structure, C28H38AsF6N3O2SbSr.

For the molecular weight, the calculation gives 846.9 g/mol. The charge is 0. The value obtained for the HOMO-LUMO gap (spin up / spin down) is 7.856 / 6.758 eV. Its energy relative to the best compared isomer or geometry (same formula, charge and spin) is 201.33 kJ/mol. Its maximum force is 3.510 eV Å⁻¹. The spin multiplicity is 2.

Last column: Löwdin charge in e.
Geometry (Å):
Sr (0.833, 0.801, 0.855)  1.490
O (0.223, 1.818, 4.820)  0.100
C (-0.034, 1.741, 3.637)  -0.478
N (0.627, 2.247, 2.576)  -0.088
C (1.521, 3.253, 2.711)  -0.464
O (1.766, 3.926, 3.692)  0.100
C (2.162, 3.597, 1.379)  -0.199
C (3.197, 4.527, 1.347)  0.019
C (3.722, 4.906, 0.125)  -0.034
C (3.185, 4.346, -1.024)  -0.037
C (2.193, 3.390, -0.897)  -0.144
N (1.685, 3.022, 0.273)  -0.023
C (-1.241, 0.940, 3.187)  -0.201
C (-2.168, 0.528, 4.139)  0.016
C (-3.281, -0.184, 3.733)  -0.038
C (-3.437, -0.464, 2.381)  -0.050
C (-2.457, -0.028, 1.507)  -0.159
N (-1.382, 0.651, 1.894)  -0.049
H (3.553, 4.930, 2.284)  0.122
H (4.521, 5.628, 0.072)  0.111
H (3.544, 4.619, -2.001)  0.109
H (1.779, 2.897, -1.765)  0.090
H (-1.991, 0.784, 5.173)  0.124
H (-4.017, -0.506, 4.455)  0.113
H (-4.287, -1.019, 2.010)  0.113
H (-2.531, -0.222, 0.444)  0.089
C (-0.681, 2.246, -3.126)  -0.224
C (-0.048, 1.056, -3.387)  -0.190
C (-0.962, -0.034, -3.009)  -0.185
C (-2.115, 0.527, -2.512)  -0.220
C (-1.964, 1.945, -2.572)  -0.162
C (-2.983, 2.941, -2.163)  -0.016
C (-3.383, -0.161, -2.108)  -0.049
C (-0.640, -1.459, -3.268)  -0.025
C (1.280, 0.820, -4.007)  -0.023
C (-0.220, 3.633, -3.438)  -0.049
H (-2.903, 3.137, -1.088)  0.098
H (-3.990, 2.575, -2.365)  0.083
H (-2.831, 3.885, -2.685)  0.078
H (-3.909, 0.410, -1.345)  0.067
H (-3.197, -1.162, -1.728)  0.057
H (-4.047, -0.256, -2.970)  0.089
H (0.264, -1.751, -2.731)  0.080
H (-0.450, -1.609, -4.332)  0.092
H (-1.456, -2.113, -2.980)  0.068
H (1.910, 0.188, -3.371)  0.070
H (1.809, 1.752, -4.191)  0.073
H (1.162, 0.305, -4.962)  0.090
H (-0.216, 4.251, -2.540)  0.079
H (-0.889, 4.091, -4.169)  0.084
H (0.779, 3.623, -3.866)  0.066
F (1.679, -0.319, -0.753)  -0.502
As (3.442, -0.356, -0.280)  0.805
F (3.132, -1.655, 0.854)  -0.281
F (3.682, -1.456, -1.608)  -0.221
F (5.114, -0.366, 0.147)  -0.206
F (3.697, 1.009, -1.330)  -0.212
F (3.020, 0.735, 1.053)  -0.381
C (-0.162, -3.007, 4.466)  -0.196
C (-0.815, -3.306, 3.133)  -0.432
Sb (0.220, -2.439, 1.408)  1.439
C (1.455, -4.209, 1.075)  -0.419
C (2.071, -4.281, -0.310)  -0.188
C (-1.469, -3.004, 0.115)  -0.423
C (-1.557, -4.456, -0.317)  -0.175
H (-0.757, -3.415, 5.282)  0.068
H (-0.066, -1.933, 4.623)  0.054
H (0.830, -3.451, 4.511)  0.064
H (-1.832, -2.915, 3.117)  0.031
H (-0.870, -4.383, 2.970)  0.047
H (0.808, -5.072, 1.248)  0.043
H (2.233, -4.203, 1.840)  0.052
H (1.312, -4.236, -1.089)  0.048
H (2.626, -5.211, -0.427)  0.074
H (2.767, -3.462, -0.479)  0.033
H (-1.448, -2.346, -0.754)  0.002
H (-2.347, -2.749, 0.708)  0.030
H (-0.727, -4.736, -0.960)  0.050
H (-2.478, -4.617, -0.878)  0.070
H (-1.569, -5.125, 0.541)  0.063

Atomic forces in eV per Å
Sr -3.5 0.2 0.0
O -0.2 -0.1 0.3
C 0.1 0.1 0.3
N -0.1 1.0 1.1
C -0.1 0.4 0.3
O 0.3 0.1 -0.1
C 0.5 0.6 0.1
C -0.2 -0.1 0.1
C -0.2 -0.1 0.0
C 0.0 -0.1 0.0
C 0.1 0.3 -0.2
N 0.2 0.7 -0.1
C -0.5 -0.3 0.6
C 0.0 0.0 0.0
C 0.1 0.1 -0.1
C 0.1 0.0 0.0
C -0.3 -0.1 -0.1
N -0.8 0.1 0.3
H 0.0 0.0 0.0
H 0.1 0.1 0.0
H 0.1 0.0 -0.2
H 0.0 0.0 -0.1
H 0.0 0.0 0.0
H -0.1 -0.1 0.0
H 0.0 0.0 0.0
H 0.0 -0.1 0.0
C 0.4 0.0 -0.1
C -0.1 0.5 0.1
C -0.3 0.1 0.1
C 0.0 -0.4 0.1
C 0.0 -0.1 -0.1
C 0.1 -0.1 0.0
C 0.1 0.0 -0.2
C -0.1 0.0 0.1
C 0.1 -0.1 0.1
C -0.1 -0.2 0.0
H -0.1 0.1 0.0
H 0.0 0.1 0.0
H -0.1 0.1 0.0
H -0.1 0.0 0.1
H 0.0 -0.1 0.1
H -0.2 0.0 0.0
H 0.1 -0.1 0.0
H 0.1 -0.1 -0.1
H -0.1 -0.1 0.0
H 0.0 0.1 -0.1
H 0.1 0.0 0.0
H 0.1 0.0 -0.1
H 0.1 0.2 0.0
H 0.0 0.1 0.0
H 0.1 0.1 0.0
F 1.9 -1.4 -1.9
As 2.3 -1.1 -1.2
F 0.0 0.7 -0.7
F -0.2 0.4 0.7
F -0.7 0.1 0.0
F -0.4 -0.5 0.6
F 2.0 -0.2 -0.1
C 0.0 0.0 0.0
C 0.2 0.2 -0.3
Sb -0.7 -1.5 0.3
C -0.3 0.4 0.0
C 0.2 0.2 0.0
C 0.4 0.2 0.1
C 0.0 0.1 0.0
H 0.0 0.0 0.1
H 0.1 0.1 0.1
H 0.1 0.0 0.1
H -0.1 0.0 -0.1
H 0.0 0.0 -0.1
H 0.0 0.1 0.1
H -0.1 0.0 0.0
H 0.0 0.0 -0.1
H 0.0 -0.1 -0.1
H 0.0 -0.1 -0.1
H -0.1 0.0 0.0
H 0.0 0.1 0.0
H 0.1 -0.1 0.0
H -0.1 -0.1 0.0
H 0.0 -0.1 0.0